DFT (wB97M-V/def2-TZVPD) results for a cluster of 15 separate species, C17H64N18O15 in total in a non-equilibrium geometry.

Structure (XYZ):
```
114
Properties=species:S:1:pos:R:3:forces:R:3
C 0.7210 -0.2345 -0.1409 -1.7 -0.1 -1.7
C 0.7030 1.2015 -0.6799 0.0 -1.8 -0.3
O -0.3760 1.8435 -0.0329 0.1 1.0 0.3
H 0.7280 -0.1555 0.8971 -0.1 0.1 2.0
H 1.6450 -0.6715 -0.4069 1.0 -0.8 -0.6
H -0.1810 -0.8865 -0.4359 1.4 1.2 0.2
H 0.5470 1.1385 -1.7669 0.0 0.5 0.2
H 1.7050 1.6105 -0.5209 -0.4 0.4 0.3
H -0.2010 2.7865 0.1821 0.3 -0.9 -0.1
C -4.1840 2.3595 2.0341 -0.5 0.7 0.7
C -2.7010 2.6705 2.3251 -1.2 -1.2 -0.9
O -2.1170 1.3555 2.3411 1.6 1.3 3.0
H -4.3060 1.6205 1.2381 0.3 0.1 0.0
H -4.7170 3.2495 1.7111 -0.2 0.2 0.1
H -4.7010 1.9435 2.9261 0.4 0.3 -0.5
H -2.5660 3.2245 3.2931 0.1 -0.9 -0.8
H -2.2770 3.2925 1.5221 0.0 -0.1 0.3
H -2.2310 0.8015 1.5821 -0.4 -0.5 -1.3
C -1.7180 1.9225 -4.0949 -5.7 5.8 -0.6
O -2.8300 2.6895 -4.0189 4.2 -3.3 0.3
N -1.5290 0.8275 -3.4599 -2.4 -2.3 3.1
N -0.6990 2.2605 -4.8259 3.2 0.2 -2.0
H -2.0700 0.6975 -2.5959 0.4 -0.3 -0.5
H -0.7530 0.2505 -3.5969 1.5 -0.6 0.1
H -0.6750 3.0835 -5.3819 -0.5 0.5 -0.2
H 0.1700 1.6595 -4.8549 -1.8 1.5 0.2
C 0.5190 -0.4665 4.5641 5.6 3.5 -4.7
O 1.5590 -0.1195 3.7601 -4.8 -2.1 3.7
N -0.6400 0.1335 4.5491 -2.1 1.1 0.6
N 0.5840 -1.4375 5.4371 0.1 -2.3 3.6
H -0.9480 0.7185 3.7821 -0.2 0.5 -0.3
H -1.1650 0.1465 5.4321 0.1 0.1 -1.1
H 1.5230 -1.6205 5.7821 -0.4 -0.2 0.1
H -0.2470 -1.5505 6.0981 2.0 0.2 -1.1
C 2.1610 -3.7385 2.1081 8.8 0.2 -3.7
O 3.4620 -4.0315 1.6551 -6.7 1.2 2.7
N 1.5690 -2.6005 1.8601 -0.7 3.6 -0.7
N 1.3540 -4.5105 2.7121 -2.4 -3.8 3.7
H 2.0900 -1.8855 1.4031 0.6 0.3 -0.2
H 0.6230 -2.2615 2.1861 1.6 -0.9 -0.4
H 1.6870 -5.3885 3.0851 0.1 0.1 -0.1
H 0.4740 -4.0815 3.1291 1.7 -1.2 -0.4
C -1.0470 4.9445 -0.2149 -1.5 5.9 4.4
O -1.8460 5.8025 0.4631 2.6 -4.0 -2.8
N -1.4310 4.0485 -1.0369 -5.6 -2.3 -3.4
N 0.2470 4.9715 -0.0259 2.1 1.8 2.8
H -2.4820 4.0725 -1.1269 1.8 -0.3 -0.5
H -0.8840 3.4285 -1.6309 -0.2 0.6 0.5
H 0.4790 5.5315 0.8151 0.1 -0.5 -1.1
H 1.0340 4.5335 -0.5199 -0.6 -0.1 0.3
C -0.4920 -4.8545 -0.3689 -4.2 -1.6 -6.1
O -1.2100 -5.4425 -1.4049 2.7 2.8 3.9
N -0.0920 -3.6075 -0.3339 1.5 3.0 0.1
N -0.2070 -5.5105 0.6801 0.6 -4.4 3.7
H -0.4540 -2.9555 -1.0139 -0.1 -0.3 -0.4
H 0.5050 -3.1995 0.4471 -1.3 -1.1 -1.6
H -0.7230 -6.3775 0.8881 0.6 0.8 -0.6
H 0.3280 -5.1165 1.4621 -0.7 -0.3 -1.0
C 1.6940 0.2005 -4.0229 4.9 0.9 7.8
O 2.5920 0.6295 -3.0549 -4.6 -2.1 -5.1
N 0.7850 -0.7485 -3.8049 0.5 -0.6 0.4
N 1.5500 0.8145 -5.1459 0.3 0.5 -2.7
H 0.8310 -1.1975 -2.9179 -0.2 -0.7 0.5
H 0.3880 -1.2425 -4.5799 -0.2 -0.4 0.0
H 2.1640 1.5755 -5.2779 0.7 0.6 -0.9
H 1.0010 0.3435 -5.8519 0.5 0.5 -0.5
C -1.3690 -3.0805 2.7981 -5.5 -7.1 -3.5
O -2.1420 -4.0125 2.0701 4.1 5.0 4.5
N -0.7850 -3.4145 3.9531 -0.7 -3.0 3.7
N -1.0560 -1.9255 2.3471 -0.7 0.9 -3.3
H -1.1560 -4.2595 4.4491 0.2 1.1 -1.2
H -0.1760 -2.8985 4.6001 -0.5 0.5 -1.2
H -1.5130 -1.7015 1.4451 0.2 0.5 0.5
H -0.8620 -1.2675 3.0211 0.2 2.1 1.1
C -2.0760 -2.5435 -3.5499 4.1 1.2 6.5
O -1.3660 -2.1715 -2.4249 -3.0 -1.1 -4.8
N -2.3840 -1.6665 -4.4329 -1.3 4.5 -2.8
N -2.4450 -3.7475 -3.8019 -0.3 -4.3 0.9
H -2.2420 -0.6795 -4.1379 -0.3 -1.0 -0.5
H -3.2180 -1.7995 -5.0059 0.6 -0.2 0.2
H -2.1830 -4.4105 -3.0629 0.2 -0.2 0.0
H -2.5940 -4.1575 -4.7209 0.0 0.7 0.4
C -3.1520 -0.1885 -0.5249 4.1 -0.3 4.6
O -2.4750 -0.7085 0.5141 -2.6 2.4 -4.2
N -4.1490 -0.7805 -1.0719 -3.8 -1.0 -1.7
N -2.8640 1.0225 -1.0429 0.6 1.1 0.6
H -4.4890 -1.6255 -0.6289 0.0 0.2 -0.3
H -4.7970 -0.1615 -1.6239 0.9 -1.6 0.8
H -2.0300 1.4875 -0.6129 -0.6 -0.1 -0.5
H -3.5060 1.5255 -1.6889 0.8 -0.5 0.8
C 4.2280 1.3165 2.2051 -1.2 0.7 -0.6
O 3.1540 0.6085 1.5901 1.2 0.5 -1.4
H 5.0300 0.6885 2.4951 0.6 -0.7 0.8
H 3.7540 1.9115 2.9781 0.6 0.0 0.8
H 4.6550 2.0335 1.5181 0.0 0.1 -0.6
H 2.6700 0.2645 2.3171 -1.1 -0.7 1.1
C 1.8940 4.0815 -2.7259 1.6 -0.8 -1.3
O 2.2370 4.1095 -1.3629 -0.5 0.9 -0.3
H 2.8150 4.4045 -3.3099 -1.6 0.4 0.3
H 0.9370 4.5625 -2.9179 0.4 0.7 0.1
H 1.7590 3.0535 -3.0469 -0.1 -0.5 0.0
H 2.9200 3.4855 -1.2349 1.1 -1.1 0.4
C 4.4450 -2.0275 -0.4909 -0.4 0.5 0.6
O 5.8200 -1.9985 -0.8769 0.4 -0.2 0.0
H 3.8390 -1.5185 -1.2789 0.7 -0.4 0.4
H 4.2940 -1.4505 0.4521 0.1 -0.3 -0.6
H 4.0540 -3.0335 -0.2959 0.2 0.2 -0.2
H 6.4010 -2.4405 -0.2259 -0.9 0.3 -0.4
C 0.9300 2.7205 2.5741 -0.7 0.7 -1.6
O 1.9080 3.4185 1.7621 -1.0 0.0 0.4
H -0.0540 3.1975 2.3081 0.9 -0.2 0.8
H 1.2160 2.7985 3.6031 -0.2 0.2 0.8
H 0.7880 1.6635 2.3301 0.4 0.3 -0.2
H 2.6150 2.8205 1.5601 0.4 -0.7 -0.1
```
Forces are in eV/Å.

Computed properties:
Energy relative to the best compared isomer or geometry (same formula, charge and spin)   1.5615 eV
Net charge   0
M   760.81 g mol⁻¹
LUMO energy   -0.36 eV
E_HOMO   -8.13 eV
Spin multiplicity   1

Mulliken atomic charge list, values in e, 8 entries: number 1, C, carries -0.175; number 2, C, carries 1.606; number 3, O, carries 3.497; number 4, H, carries -0.270; number 5, H, carries 1.034; number 6, H, carries -1.162; number 7, H, carries -1.155; number 8, H, carries -0.244